Record 1
Molecular formula: C4H11NO2
Method: DFT, ωB97M-V/def2-TZVPD

ORCA input file:
```
! wB97M-V def2-TZVPD RIJCOSX def2/J DEFGRID3
* xyz 0 1
C -1.77 0.75 1.77
C -1.72 0.32 0.32
C -0.31 0.05 -0.22
O 0.14 0.75 -1.05
N 0.35 -1.02 0.21
C 1.69 -1.37 -0.23
H -1.03 0.25 2.42
H -2.77 0.58 2.19
H -1.56 1.83 1.76
H -2.32 -0.60 0.21
H -2.10 1.05 -0.42
H 0.00 -1.51 1.03
H 1.83 -1.02 -1.27
H 1.79 -2.47 -0.22
H 2.49 -0.94 0.40
O 1.93 1.48 -2.30
H 2.18 0.69 -2.84
H 1.18 1.17 -1.75
*
```

Values from the calculation:
**HOMO**: -0.3506 Ha
**Largest force on an atom**: 4.12 eV/Å
**SMILES**: CCC(=O)NC.O
**Energy above the lowest of the compared OMol25 structures with the same formula, charge and spin**: 99.5 kJ/mol
**LUMO**: 0.62 eV

***

Record 2
Molecular formula: C60H114N6O12
Method: DFT, ωB97M-V/def2-TZVPD

ORCA input file:
```
! wB97M-V def2-TZVPD RIJCOSX def2/J DEFGRID3
* xyz 2 1
C -6.12 0.07 3.33
C -4.72 0.59 3.14
C -3.59 -0.29 3.87
C -2.21 0.46 3.57
N -0.97 -0.07 4.51
C 0.38 0.37 4.01
C 0.43 1.83 4.39
C -0.33 2.05 5.68
C -0.97 0.62 5.90
C -0.99 -1.67 4.63
C -0.96 -2.39 3.17
C -1.83 -3.67 3.28
H -6.42 -0.07 4.36
H -6.08 -0.95 2.95
H -6.81 0.77 2.85
H -4.57 1.59 3.54
H -4.52 0.59 2.07
H -3.64 -1.30 3.48
H -3.71 -0.19 4.95
H -2.31 1.48 3.93
H -1.91 0.63 2.53
H 1.20 -0.10 4.55
H 0.41 0.10 2.96
H 1.43 2.26 4.43
H -0.15 2.33 3.61
H 0.34 2.29 6.50
H -1.03 2.89 5.65
H -0.47 0.01 6.66
H -1.93 0.57 6.41
H -1.98 -1.94 4.99
H -0.18 -2.00 5.27
H 0.03 -2.65 2.81
H -1.39 -1.79 2.37
H -1.88 -4.15 2.30
H -2.80 -3.46 3.73
H -1.24 -4.34 3.92
C -4.80 -7.76 -0.33
C -3.56 -7.55 -1.32
C -3.26 -6.10 -1.67
C -4.41 -5.47 -2.38
N -4.08 -4.22 -3.15
C -5.39 -3.66 -3.80
C -5.41 -4.49 -5.12
C -3.99 -4.40 -5.69
C -3.16 -4.49 -4.41
C -3.56 -3.15 -2.11
C -4.54 -2.52 -1.26
C -3.89 -1.95 0.02
H -5.60 -7.08 -0.61
H -4.45 -7.56 0.68
H -5.16 -8.78 -0.41
H -3.68 -8.22 -2.17
H -2.74 -7.94 -0.72
H -2.26 -6.14 -2.11
H -3.18 -5.67 -0.67
H -5.22 -5.17 -1.71
H -4.61 -6.24 -3.13
H -5.22 -2.58 -3.87
H -6.31 -3.61 -3.23
H -6.11 -4.02 -5.81
H -5.74 -5.48 -4.83
H -3.82 -3.35 -5.94
H -3.69 -5.13 -6.43
H -2.37 -3.73 -4.38
H -2.49 -5.35 -4.32
H -3.22 -2.29 -2.69
H -2.89 -3.65 -1.41
H -5.28 -3.21 -0.87
H -5.12 -1.68 -1.65
H -4.35 -2.48 0.85
H -4.03 -0.87 0.10
H -2.81 -2.07 0.08
C -2.39 2.49 -1.93
C -2.50 4.01 -2.03
C -2.23 4.79 -0.72
C -0.95 4.52 -0.01
N -0.63 5.56 1.08
C 0.57 5.25 1.90
C 1.19 6.52 2.41
C 0.82 7.59 1.42
C 0.00 6.88 0.37
C -1.90 5.96 1.96
C -2.44 4.77 2.83
C -3.63 5.21 3.73
H -2.48 2.20 -2.98
H -3.13 2.03 -1.27
H -1.38 2.21 -1.66
H -3.44 4.36 -2.46
H -1.77 4.42 -2.73
H -3.14 4.87 -0.14
H -2.23 5.83 -1.03
H -0.11 4.38 -0.69
H -0.88 3.58 0.53
H 0.52 4.39 2.56
H 1.30 4.85 1.19
H 0.96 6.75 3.44
H 2.27 6.33 2.42
H 0.31 8.42 1.92
H 1.75 8.00 1.02
H -0.85 7.43 -0.02
H 0.59 6.53 -0.48
H -2.60 6.45 1.29
H -1.44 6.70 2.61
H -1.62 4.21 3.30
H -2.71 3.98 2.13
H -4.14 4.40 4.26
H -4.37 5.87 3.29
H -3.24 5.89 4.49
C 0.57 -3.69 -6.08
C 0.96 -2.22 -6.34
C 1.32 -1.42 -5.14
C 2.76 -0.87 -5.19
N 3.26 -0.34 -3.77
C 4.81 -0.04 -4.05
C 5.54 -0.41 -2.69
C 4.85 -1.69 -2.31
C 3.43 -1.53 -2.78
C 2.64 0.90 -3.17
C 2.24 1.95 -4.23
C 1.33 3.00 -3.56
H 0.93 -4.33 -6.88
H -0.50 -3.72 -5.85
H 1.01 -4.30 -5.29
H 0.27 -1.66 -6.97
H 1.70 -2.29 -7.14
H 1.03 -1.92 -4.22
H 0.72 -0.51 -5.20
H 3.00 0.00 -5.81
H 3.48 -1.61 -5.54
H 5.09 0.96 -4.39
H 5.27 -0.79 -4.69
H 5.40 0.49 -2.09
H 6.61 -0.48 -2.89
H 4.89 -1.84 -1.23
H 5.29 -2.65 -2.59
H 2.78 -1.29 -1.93
H 3.10 -2.45 -3.25
H 3.44 1.20 -2.50
H 1.76 0.64 -2.57
H 1.65 1.65 -5.09
H 3.18 2.36 -4.59
H 1.68 3.37 -2.59
H 0.34 2.54 -3.55
H 1.16 3.85 -4.23
C 3.24 -3.81 3.65
N 3.49 -2.37 3.27
C 3.22 -1.90 2.05
C 3.54 -0.51 1.76
C 4.32 0.29 2.60
C 4.59 -0.31 3.87
C 4.14 -1.63 4.22
C 4.77 1.64 2.33
C 6.01 2.10 2.73
C 6.38 3.43 2.41
N 5.38 4.35 2.00
C 4.18 3.86 1.68
C 3.85 2.54 1.85
C 5.69 5.79 1.88
H 2.65 -4.20 2.82
H 2.69 -3.82 4.59
H 4.21 -4.30 3.64
H 2.58 -2.48 1.40
H 3.19 -0.10 0.83
H 5.09 0.29 4.62
H 4.35 -2.08 5.17
H 6.81 1.51 3.14
H 7.29 4.00 2.55
H 3.45 4.60 1.41
H 2.84 2.24 1.62
H 5.81 6.13 2.91
H 4.82 6.27 1.44
H 6.50 6.04 1.20
O -0.20 -4.08 -1.56
C 0.73 -4.71 -2.23
O 0.34 -5.49 -3.14
O 1.90 -4.48 -1.92
H 0.57 -3.71 -1.11
O 3.70 -4.30 0.28
C 4.77 -5.10 0.08
O 4.97 -5.46 -1.02
O 5.40 -5.47 1.07
H 3.34 -4.51 -0.58
O -1.25 0.15 0.32
C 0.05 0.21 0.22
O 0.57 -0.92 0.25
O 0.70 1.21 0.22
H -0.95 -0.76 0.27
O 3.59 6.09 -0.49
C 4.27 5.49 -1.48
O 5.17 6.14 -1.93
O 4.04 4.32 -1.75
H 4.02 6.94 -0.59
*
```

Values from the calculation:
**HOMO**: -0.3214 Ha
**Largest force on an atom**: 6.94 eV/Å
**LUMO**: -6.10 eV

***

Record 3
Molecular formula: C4H6N2O
Method: DFT, ωB97M-V/def2-TZVPD

ORCA input file:
```
! wB97M-V def2-TZVPD RIJCOSX def2/J DEFGRID3
* xyz 0 1
C -1.31 -0.20 0.01
C 0.90 1.29 0.15
C -1.55 -1.10 1.28
C 1.76 0.08 -1.70
N -1.92 0.28 1.04
N 1.69 1.00 -0.70
O 0.33 1.68 1.10
H -2.29 -1.91 1.15
H -0.70 -1.36 1.80
H 2.35 -0.96 -1.38
H 0.74 -0.34 -1.76
H 2.21 0.50 -2.59
H -2.21 1.03 1.59
*
```

Values from the calculation:
**HOMO**: -0.3453 Ha
**Largest force on an atom**: 5.14 eV/Å
**Energy above the lowest of the compared OMol25 structures with the same formula, charge and spin**: 492.7 kJ/mol
**LUMO**: 0.85 eV

***

Record 4
Molecular formula: C2H3IN2O
Method: DFT, ωB97M-V/def2-TZVPD

ORCA input file:
```
! wB97M-V def2-TZVPD RIJCOSX def2/J DEFGRID3
* xyz 0 1
C 0.54 -0.07 0.04
C -0.95 -0.37 -0.24
N 1.16 1.08 -0.66
N 0.93 1.78 0.34
O 0.54 0.80 1.19
I 1.74 -1.95 -0.03
H -1.16 -1.02 0.60
H -1.62 0.43 0.05
H -1.18 -0.67 -1.29
*
```

Values from the calculation:
**HOMO**: -0.3745 Ha
**Largest force on an atom**: 2.36 eV/Å
**Energy above the lowest of the compared OMol25 structures with the same formula, charge and spin**: 327.6 kJ/mol
**LUMO**: -0.54 eV

***

Record 5
Molecular formula: C28H33Cl2N6O4SSn
Method: DFT, ωB97M-V/def2-TZVPD

ORCA input file:
```
! wB97M-V def2-TZVPD RIJCOSX def2/J DEFGRID3
* xyz 1 1
Sn -0.51 0.24 0.68
O 0.59 2.43 2.04
C 2.02 2.30 2.03
C 2.57 1.14 2.84
C 3.81 0.63 2.53
C 4.22 -0.44 3.24
C 3.42 -0.98 4.22
C 2.13 -0.46 4.38
N 1.70 0.60 3.76
H 0.40 2.16 2.95
H 2.47 3.17 2.44
H 2.32 2.20 0.98
H 4.32 0.98 1.65
H 5.21 -0.89 3.03
H 3.78 -1.76 4.85
H 1.46 -0.81 5.16
N -2.53 -0.70 -0.43
C -2.95 0.19 -1.53
C -3.82 -0.25 -2.50
C -4.29 0.61 -3.53
C -3.92 1.91 -3.43
C -3.11 2.45 -2.42
C -2.81 3.86 -2.30
C -1.94 4.24 -1.28
C -1.52 3.32 -0.33
N -1.86 2.06 -0.34
C -2.59 1.56 -1.39
H -2.25 -1.64 -0.69
H -3.21 -0.68 0.31
H -4.07 -1.28 -2.44
H -4.94 0.30 -4.33
H -4.28 2.62 -4.23
H -3.38 4.53 -2.91
H -1.61 5.28 -1.11
H -0.86 3.59 0.46
Cl -0.03 -2.64 7.36
C -0.56 -2.43 5.75
C -0.12 -3.37 4.84
C -0.29 -3.14 3.50
Cl 0.22 -4.38 2.44
C -0.86 -2.01 2.93
O -0.92 -1.88 1.67
C -1.30 -1.03 3.89
C -1.94 0.19 3.51
O -2.04 0.68 2.35
C -1.10 -1.26 5.28
H 0.42 -4.25 5.21
H -2.42 0.66 4.38
H -1.38 -0.42 5.96
C 3.32 1.30 -3.89
N 2.74 1.49 -2.59
C 3.65 1.17 -1.49
C 1.50 1.96 -2.28
C 0.56 2.23 -3.45
O 1.19 2.07 -1.10
H 3.37 0.21 -4.12
H 4.32 1.67 -3.91
H 2.73 1.69 -4.63
H 4.01 2.07 -1.05
H 4.58 0.68 -1.80
H 3.22 0.58 -0.63
H -0.43 2.44 -3.03
H 0.61 1.43 -4.20
H 0.96 3.13 -3.92
C -1.08 -4.66 -3.71
N -0.31 -3.51 -3.33
C -0.26 -2.92 -2.16
N -0.94 -3.48 -1.14
S 0.60 -1.49 -1.94
H -0.84 -4.87 -4.71
H -2.10 -4.40 -3.65
H -0.85 -5.59 -3.16
H 0.14 -2.96 -4.06
H -1.60 -4.21 -1.33
H -0.74 -3.25 -0.18
*
```

Values from the calculation:
**HOMO**: -0.3726 Ha
**Largest force on an atom**: 2.93 eV/Å
**Energy above the lowest of the compared OMol25 structures with the same formula, charge and spin**: 116.5 kJ/mol
**LUMO**: -2.87 eV

***

Record 6
Molecular formula: C5H8O2
Method: DFT, ωB97M-V/def2-TZVPD

ORCA input file:
```
! wB97M-V def2-TZVPD RIJCOSX def2/J DEFGRID3
* xyz 0 1
C 0.94 -0.63 -1.50
C 0.39 0.73 -1.21
C -0.52 1.08 -0.30
C -0.97 0.23 0.80
O -2.33 0.26 1.01
C -0.15 -0.53 1.55
O 1.21 -0.49 1.59
H 2.02 -0.67 -1.32
H 0.45 -1.40 -0.91
H 0.79 -0.86 -2.55
H 0.72 1.49 -1.91
H -0.99 2.05 -0.33
H -2.55 -0.23 1.81
H -0.54 -1.19 2.32
H 1.53 0.15 0.94
*
```

Values from the calculation:
**HOMO**: -0.2919 Ha
**Largest force on an atom**: 1.00 eV/Å
**SMILES**: C/C=C\C(O)=C/O
**Energy above the lowest of the compared OMol25 structures with the same formula, charge and spin**: 157.4 kJ/mol
**LUMO**: 0.84 eV

***

> Number 6 is which compound?

C5H8O2